[1]
Below is a cluster of 4 separate species, C6H20NO4 in total, with properties calculated with wB97M-V/def2-TZVPD.

The geometry in XYZ format:
```
31
Properties=species:S:1:pos:R:3:forces:R:3:lowdin_charge:R:1
C -0.7959 1.5375 0.5861 -1.346 -0.055 -0.823 -0.3696
O 0.0435 1.5737 -0.4925 1.127 -0.284 0.177 -0.3011
C -0.6204 0.3567 1.5714 -0.980 1.031 -0.614 -0.3840
C -0.8777 -1.0538 0.9681 0.584 -0.220 -1.443 -0.3309
C -0.5765 -1.9911 2.0947 -0.039 -1.628 0.181 -0.1268
C 0.0835 -1.5140 -0.2392 -0.805 1.429 -0.103 -0.1931
C -0.6422 -1.4907 -1.6336 -1.634 -0.959 1.938 -0.1100
N 0.7022 0.4751 2.1723 0.939 1.343 0.648 0.0105
H -1.8419 1.4951 0.1610 0.267 0.065 0.768 0.1082
H -0.7078 2.4895 1.1611 -0.230 -0.245 0.278 0.1011
H -1.4587 0.5581 2.3555 1.285 -0.596 -0.815 0.1453
H -1.9407 -1.1220 0.5591 1.120 0.072 0.910 0.1478
H 0.3721 -1.7666 2.6035 -0.324 -0.001 -0.305 0.0736
H -0.5105 -3.0419 1.7368 -0.215 0.467 0.322 0.0752
H -1.3593 -1.9163 2.8194 -0.477 -0.134 0.831 0.0599
H 0.8612 -0.7159 -0.2236 0.016 -1.135 -0.323 0.0844
H 0.4349 -2.5739 -0.0868 0.069 1.309 0.118 0.1004
H -1.1735 -2.4919 -1.7070 0.569 0.975 -0.283 0.0745
H -1.4729 -0.7356 -1.6528 1.106 -0.340 -0.177 0.0683
H 0.0551 -1.3987 -2.4395 0.254 0.123 -0.612 0.0363
H 1.0303 1.4812 2.0697 -0.416 -2.020 0.081 0.0870
H 1.4464 -0.1272 1.7927 -0.783 0.605 -0.096 0.0696
H -1.0322 1.9656 -1.7835 -0.390 -0.458 -0.482 0.0109
H -1.2561 1.1542 -3.0474 0.273 -0.434 -0.390 -0.0132
O -1.7075 1.8042 -2.5234 0.214 0.788 0.848 -0.1258
H 1.4130 0.1711 -2.6372 -0.490 0.124 0.515 -0.0235
H 2.4406 0.8930 -1.6606 -0.454 -0.105 -0.017 -0.0168
O 2.2915 0.5239 -2.5579 1.057 0.026 -0.585 -0.0918
H 1.4222 1.5207 -0.0570 0.751 0.555 -0.636 0.0259
H 2.8421 2.4163 0.0896 -0.022 0.677 -0.045 0.0022
O 2.5350 1.5240 0.0014 -1.026 -0.973 0.134 -0.1946
```
Positions in Å, forces in eV/Å.

The charge is -1. The max |F| comes out at 2.710 eV/Å. The value obtained for the HOMO energy is -4.606 eV. The total energy comes out at -596.3423 a.u. As for the lowest unoccupied orbital energy: 3.674 eV. As for the HOMO-LUMO gap: 8.3 eV.

[2]
Below is a cluster of 4 separate species, C6H20O7 in total, with properties calculated with wB97M-V/def2-TZVPD.

The geometry in XYZ format:
```
33
Properties=species:S:1:pos:R:3:forces:R:3:lowdin_charge:R:1
O 0.6638 2.8715 -0.9412 0.033 -0.296 1.408 -0.0740
C -0.2156 3.8360 -0.3304 -1.137 1.406 -2.775 -0.1931
C -1.6641 3.2995 -0.2549 0.294 -1.399 0.035 -0.2047
O -2.2481 3.2214 -1.5771 0.858 0.660 0.228 -0.0723
H 0.8332 3.1497 -1.8443 -0.059 -0.126 0.122 0.1010
H 0.1461 4.4571 0.4890 0.282 -1.184 0.726 0.1223
H -0.1923 4.5929 -1.1145 -0.776 0.596 0.050 0.1105
H -2.3741 3.7331 0.4494 0.371 0.887 -0.082 0.1162
H -1.5417 2.2966 0.1540 -0.038 -0.420 -0.099 0.0995
H -2.9211 2.5429 -1.6684 0.094 -0.053 0.527 0.0729
O -2.0798 -0.5226 -1.0955 -1.356 0.007 -0.906 -0.0941
C -2.0345 -1.9265 -1.3780 2.001 0.148 0.622 -0.2087
C -1.5830 -2.4918 -0.0094 -1.764 0.398 -0.844 -0.2450
O -2.0382 -3.8052 0.0672 1.053 -1.429 -0.114 -0.0542
H -2.5729 -0.1681 -1.8390 0.088 0.699 -0.013 0.0910
H -2.8618 -2.4752 -1.8283 -1.081 0.658 0.892 0.1220
H -1.3285 -2.0278 -2.2023 0.856 -0.340 0.223 0.1148
H -2.1967 -2.0174 0.7563 0.482 0.715 -0.060 0.1320
H -0.5147 -2.3578 0.1609 -0.001 -0.036 0.161 0.1148
H -1.3667 -4.2659 -0.4411 -0.258 -0.927 0.043 0.0889
O 1.5688 -1.2000 2.7137 -0.397 0.383 -0.352 -0.0828
C 2.8850 -1.6377 2.3927 -0.422 0.187 0.078 -0.2343
C 3.1824 -1.5838 0.8909 -0.281 0.831 -0.397 -0.2164
O 3.2121 -0.2376 0.3426 0.644 -0.943 0.890 -0.0844
H 1.1966 -0.7736 1.9384 -0.251 0.316 -0.111 0.0373
H 3.5758 -1.0003 2.9446 0.323 -0.120 -0.039 0.1122
H 2.8381 -2.6381 2.8230 0.992 -0.311 -0.392 0.1140
H 2.4087 -2.1395 0.3612 -0.188 -0.229 -0.041 0.1056
H 4.1373 -2.0239 0.6033 0.057 -0.046 0.396 0.1141
H 2.3073 0.0739 0.2662 -0.270 -0.167 -0.189 0.0124
O 0.5284 0.1794 -0.1062 0.279 -0.459 0.568 -0.0398
H 0.5508 1.1294 -0.2213 0.086 0.718 -0.324 0.0123
H -0.3005 -0.0908 -0.5015 -0.513 -0.124 -0.228 0.0099
```
Positions in Å, forces in eV/Å.

The max |F| comes out at 3.312 eV/Å. The value obtained for the HOMO energy is -9.621 eV. The total energy comes out at -767.1846 a.u. As for the lowest unoccupied orbital energy: 0.176 eV. As for the structure (SMILES): OCCO.OCCO.OCCO.O. As for the HOMO-LUMO gap: 9.8 eV.

[3]
Below is a cluster of 6 separate species, C6H21NO5 in total, with properties calculated with wB97M-V/def2-TZVPD.

The geometry in XYZ format:
```
33
Properties=species:S:1:pos:R:3:forces:R:3:lowdin_charge:R:1
C -1.0739 2.3217 -2.5006 -0.533 2.448 -1.558 -0.1169
C -0.3238 1.7137 -1.3991 -0.828 -0.766 -0.139 -0.1848
C 0.7846 0.9789 -1.4328 -0.087 0.498 0.108 -0.1255
C 1.4354 0.5436 -0.1993 -0.826 0.759 0.151 -0.1734
C 2.7464 0.3705 -0.0601 0.377 -0.737 -0.039 -0.1634
N 3.3656 -0.0264 1.1230 -0.282 0.773 1.352 -0.0992
C 2.7486 0.2872 2.4140 -0.167 0.463 -0.439 -0.1193
H -1.2231 1.8417 -3.4563 0.537 -0.741 -0.166 0.0699
H -2.0814 2.6853 -2.2634 0.108 -0.545 0.612 0.0772
H -0.6192 3.3144 -2.7518 0.072 -0.676 0.061 0.0870
H -0.8875 1.9118 -0.5063 0.607 -0.122 0.912 0.0961
H 1.2490 0.7194 -2.3769 0.116 0.173 -0.108 0.1156
H 0.7367 0.5270 0.6521 0.517 -0.164 -0.061 0.1094
H 3.3878 0.6311 -0.9105 -0.043 -0.575 0.207 0.1239
H 3.9183 -0.8557 1.2374 0.183 -0.059 -1.006 0.1065
H 3.3741 -0.1892 3.1635 -0.194 0.123 0.263 0.0784
H 1.6956 0.0007 2.5519 0.207 -0.507 -0.138 0.0649
H 2.7247 1.3737 2.5715 0.316 -0.129 0.006 0.0835
O -1.7145 -3.2914 1.8988 0.734 -0.081 -0.238 -0.0513
H -1.0358 -3.2586 1.1992 -0.238 0.005 0.215 0.0258
H -1.1958 -3.2844 2.7135 -0.255 0.000 -0.056 0.0578
O -2.2720 -2.3031 -1.1648 0.818 0.501 -0.011 -0.0858
H -2.5577 -3.0822 -0.6782 0.001 0.083 -0.010 0.0306
H -1.3891 -2.0361 -0.7999 -0.863 -0.748 -0.659 -0.0011
O -3.8670 -1.6078 0.9440 0.399 0.124 0.322 -0.0817
H -3.2424 -2.2544 1.2952 -0.379 -0.357 0.635 -0.0253
H -3.2227 -1.1623 0.3843 -0.506 0.370 -0.589 0.0047
O -0.3222 4.4388 -0.1438 0.746 0.307 0.790 -0.0593
H 0.5649 4.7018 -0.4319 -0.292 -0.096 -0.340 0.0479
H -0.1809 4.4359 0.8202 -0.457 -0.087 -0.391 0.0504
O 0.2825 -2.1255 -0.2867 0.402 -0.590 0.028 -0.0550
H 0.3866 -1.2776 0.1618 0.457 -0.014 -0.238 0.0205
H 1.0590 -2.2518 -0.8682 -0.645 0.365 0.522 0.0920
```
Positions in Å, forces in eV/Å.

The max |F| comes out at 2.950 eV/Å. The value obtained for the HOMO energy is -8.164 eV. The total energy comes out at -672.0840 a.u. As for the lowest unoccupied orbital energy: 0.216 eV. As for the structure (SMILES): C/C=C/C=C/NC.O.O.O.O.O. As for the HOMO-LUMO gap: 8.4 eV.

[4]
Below is a cluster of 4 separate species, C6H22NO4 in total, with properties calculated with wB97M-V/def2-TZVPD.

The geometry in XYZ format:
```
33
Properties=species:S:1:pos:R:3:forces:R:3:lowdin_charge:R:1
C -1.1954 0.2791 -2.0540 0.294 0.094 0.044 -0.1760
O -0.7369 1.3253 -2.8953 0.414 -0.230 -0.273 -0.0526
C -0.4141 0.2745 -0.7401 0.037 -0.040 -0.113 -0.2632
C -0.9459 -0.7337 0.2592 -0.369 -0.483 0.107 -0.1650
C -2.1714 -0.2362 1.0273 -0.164 0.207 -0.245 -0.1977
C -1.8902 0.9098 1.9981 0.001 0.079 0.131 -0.2538
C -0.8604 0.5635 3.0699 -0.225 -0.289 0.056 -0.0978
N 1.0419 -0.0389 -1.0432 -1.133 0.722 -0.615 0.2137
H -1.0070 -0.6621 -2.5808 -0.083 0.006 0.012 0.1423
H -2.2674 0.3513 -1.8787 0.012 -0.028 0.171 0.1350
H -1.3110 2.0895 -2.8925 -0.302 0.107 0.138 0.1073
H -0.4173 1.2830 -0.3227 0.000 -0.026 -0.001 0.1522
H -0.1574 -1.0282 0.9495 0.093 0.134 0.159 0.0987
H -1.2107 -1.6774 -0.2375 0.099 0.207 -0.187 0.1349
H -2.6243 -1.0797 1.5540 0.211 0.021 0.172 0.1221
H -2.9583 0.0689 0.3263 0.151 0.060 -0.034 0.1106
H -1.5780 1.8261 1.4899 -0.007 -0.060 -0.210 0.0999
H -2.8360 1.1761 2.4749 0.050 -0.049 0.085 0.1137
H -1.1235 -0.4030 3.5098 0.080 0.094 0.159 0.0858
H 0.1597 0.4735 2.6877 -0.053 0.098 -0.141 0.0453
H -0.8501 1.3168 3.8543 0.031 -0.016 0.062 0.0785
H 1.6086 0.2076 -0.2331 0.248 -0.319 0.020 0.1279
H 1.1268 -1.0379 -1.2455 0.445 -0.166 0.393 0.1251
H 1.3576 0.4828 -1.8949 0.206 -0.124 0.310 0.1050
H 2.3951 -1.9832 0.6391 -0.061 -0.333 -0.365 0.0162
H 2.4200 -3.2700 -0.2674 -0.021 0.101 0.126 0.0658
O 1.9426 -2.4514 -0.0922 0.108 0.059 0.127 -0.0628
H 1.1120 0.9816 -3.9090 -0.665 0.281 -0.316 0.0347
H 2.6091 1.2939 -3.9182 0.197 0.071 -0.073 0.0746
O 1.9450 0.7278 -3.5214 0.452 -0.263 0.285 -0.0296
H 2.3661 -0.4846 2.5089 0.295 0.122 0.004 0.0658
H 3.7026 -0.1310 1.7442 -0.916 -0.270 0.141 0.0957
O 2.7684 -0.4140 1.6332 0.578 0.233 -0.131 -0.0522
```
Positions in Å, forces in eV/Å.

The charge is +1. The max |F| comes out at 1.477 eV/Å. The value obtained for the HOMO energy is -14.349 eV. The total energy comes out at -597.3271 a.u. As for the lowest unoccupied orbital energy: -2.635 eV. As for the HOMO-LUMO gap: 11.7 eV.

[5]
Below is a cluster of 5 separate species, C6H22NO5 in total, with properties calculated with wB97M-V/def2-TZVPD.

The geometry in XYZ format:
```
34
Properties=species:S:1:pos:R:3:forces:R:3:lowdin_charge:R:1
C 1.3282 1.0213 -1.5150 -1.108 1.259 -1.087 -0.2452
N 2.0450 0.5303 -0.3789 0.464 -1.887 1.358 -0.0527
C 1.6979 -0.8651 0.1256 2.122 1.157 -0.431 -0.4113
O 0.5404 -0.9300 0.7907 -1.140 -0.695 0.348 -0.3058
C -0.2144 0.6642 -1.6532 0.712 0.487 2.510 -0.1451
C -1.1231 1.3993 -0.6150 -0.065 -0.300 -0.098 -0.4362
C -2.5235 0.7140 -0.6260 2.261 -1.464 1.247 -0.0724
C -1.4153 2.8604 -0.8691 0.777 0.630 -1.811 -0.1177
H 1.8433 0.6904 -2.4321 -0.154 0.013 0.080 0.0948
H 1.4157 2.1186 -1.4868 0.187 -0.122 -0.216 0.0938
H 2.0575 1.0847 0.4614 -0.443 0.689 -0.191 0.0668
H 1.8433 -1.4380 -0.8051 -0.464 -0.240 0.235 0.0754
H 2.5470 -1.2417 0.7733 -0.259 0.700 -0.457 0.1205
H -0.7693 0.7316 -2.5752 0.665 -0.043 -0.964 0.0992
H -0.1451 -0.3490 -1.2738 -0.938 -0.450 -0.427 0.0664
H -0.5253 1.3903 0.3211 -0.927 -0.574 -0.083 0.1169
H -2.7820 0.5131 -1.6690 -0.357 0.148 0.219 0.0733
H -2.4304 -0.2545 -0.0638 -0.335 0.659 -0.668 0.0905
H -3.1916 1.3545 -0.0919 -0.911 0.256 0.050 0.0473
H -2.1043 3.3189 -0.1589 0.562 0.028 0.532 0.0649
H -1.9626 3.0193 -1.8189 0.254 -0.302 -0.008 0.0743
H -0.4423 3.3753 -1.0100 -0.682 0.341 0.467 0.0713
H -0.2170 -3.5523 1.7993 0.155 0.295 0.155 0.0104
H -0.4532 -2.2802 0.8644 0.474 -0.273 0.537 -0.0059
O -0.7151 -3.2246 1.0510 -0.639 -0.189 -0.701 -0.1073
H 1.0760 -2.2619 -2.0779 0.163 0.204 0.268 0.0003
H 0.3790 -2.8728 -0.8058 0.083 0.151 0.045 -0.0053
O 0.4010 -2.8588 -1.7700 -0.717 -0.954 -0.726 -0.0731
H 0.6396 0.0641 2.0158 -0.033 0.786 -0.390 -0.0087
H 0.3242 1.4822 2.8539 0.027 -0.616 -0.430 0.0229
O 0.9980 0.8627 2.5387 0.075 0.290 0.690 -0.1285
H 0.7244 -1.9220 2.6282 0.182 0.232 0.022 -0.0080
H 0.3683 -1.1579 3.8736 0.305 -0.145 -0.046 0.0226
O 0.7861 -1.9865 3.5995 -0.294 -0.070 -0.027 -0.0881
```
Positions in Å, forces in eV/Å.

The charge is -1. The max |F| comes out at 2.968 eV/Å. The value obtained for the HOMO energy is -4.690 eV. The total energy comes out at -672.7783 a.u. As for the lowest unoccupied orbital energy: 3.367 eV. As for the HOMO-LUMO gap: 8.1 eV.

[6]
Below is a cluster of 6 separate species, C6H22NO5 in total, with properties calculated with wB97M-V/def2-TZVPD.

The geometry in XYZ format:
```
34
Properties=species:S:1:pos:R:3:forces:R:3:lowdin_charge:R:1
C 0.3447 1.8774 -0.0272 -0.136 -0.552 -1.038 -0.1368
C 0.5106 1.8990 -1.5533 0.940 -0.333 0.615 -0.1346
C 0.3942 0.5067 -2.1455 0.029 0.973 -0.207 -0.3391
C 1.4202 0.0512 -2.8498 0.730 -0.711 -1.279 0.0801
C -1.2954 -1.3348 -2.4715 -0.882 -0.156 -0.921 0.0200
C -0.8730 -0.1883 -1.9414 -0.784 -0.908 -0.232 -0.1400
N 1.0616 0.7297 0.5820 -0.130 0.432 2.026 0.1717
H -0.7155 1.7269 0.1427 -0.011 0.183 0.592 0.0930
H 0.7696 2.7674 0.4222 -0.407 0.193 0.155 0.1364
H 1.5236 2.2308 -1.7743 -0.051 0.313 -0.163 0.1146
H -0.1972 2.6291 -1.9406 -0.089 -0.105 -0.221 0.1306
H 2.3466 0.5567 -3.1108 -0.258 0.743 0.705 0.0806
H 1.4643 -0.8668 -3.4221 -0.712 -0.440 0.459 0.0736
H -0.8806 -1.9526 -3.2625 0.835 0.259 0.233 0.0737
H -2.3290 -1.6355 -2.3271 0.059 0.094 0.467 0.0647
H -1.6716 0.2454 -1.3422 0.500 0.499 0.259 0.1051
H 1.0926 -0.1305 0.0795 0.104 -0.735 -1.429 0.1251
H 0.6001 0.3926 1.4788 0.017 0.304 -0.345 0.0977
H 2.0073 0.9549 0.8962 0.184 -0.156 -0.227 0.1325
H 3.1333 -0.9491 2.3159 0.356 0.148 -0.259 0.0679
H 2.4161 -0.0011 3.1891 0.115 0.351 -0.004 0.0565
O 3.0011 0.0046 2.4158 -0.388 -0.567 0.384 -0.0433
H -1.0310 -0.7218 2.3019 -0.039 0.098 0.002 0.0195
H -0.6216 0.6140 2.9542 -0.733 0.291 0.262 0.0335
O -0.3078 -0.2696 2.7695 0.825 -0.416 -0.195 -0.0448
H -3.2616 1.4577 2.3100 0.034 -0.325 0.144 0.0688
H -2.2788 2.3083 1.6085 0.256 0.214 -0.035 0.0525
O -2.3246 1.4704 2.0775 -0.373 0.596 -0.063 -0.0504
H 1.6963 -3.3437 -0.8665 0.165 -0.222 0.042 0.0427
H 0.4717 -3.1138 -1.7410 -0.001 0.062 0.064 0.0305
O 1.1888 -2.6523 -1.2935 -0.020 0.108 0.123 -0.0530
H -3.0070 -1.1171 2.5273 0.163 0.427 0.344 0.0522
H -3.3491 -1.9539 1.4012 0.411 -0.090 -0.603 0.0727
O -2.7239 -1.2455 1.6165 -0.709 -0.572 0.345 -0.0544
```
Positions in Å, forces in eV/Å.

The charge is +1. The max |F| comes out at 2.075 eV/Å. The value obtained for the HOMO energy is -11.954 eV. The total energy comes out at -672.4950 a.u. As for the lowest unoccupied orbital energy: -2.632 eV. As for the HOMO-LUMO gap: 9.3 eV.